# 1
DFT (wB97M-V/def2-TZVPD) results for a structure of composition C28H45CeCl2N2P in a non-equilibrium geometry.

Multiplicity = 2
Gap between HOMO and LUMO (spin up / spin down) = 3.7 / 3.7 eV
Net charge = -1

Element x y z (Å)
P  -1.2769  0.8841  0.7269
C  -2.6796  0.5888  -0.5131
C  -3.9087  1.5032  -0.4847
C  -4.9961  0.9568  -1.4268
C  -4.4695  0.7905  -2.8557
C  -3.2182  -0.0916  -2.8862
C  -2.1328  0.4496  -1.9395
C  -0.4351  2.5146  0.2462
C  -1.3101  3.7086  -0.1294
C  -0.4457  4.9766  -0.2783
C  0.6712  4.7705  -1.3062
C  1.5275  3.5487  -0.9598
C  0.6665  2.2833  -0.8036
C  -2.2337  1.3958  2.2507
C  -3.1115  0.2205  2.7141
C  -3.8870  0.5640  3.9935
C  -2.9448  1.0080  5.1170
C  -2.0668  2.1775  4.6623
C  -1.2889  1.8380  3.3812
H  -3.0143  -0.4195  -0.1936
H  -3.6268  2.5151  -0.8103
H  -4.3146  1.5975  0.5316
H  -5.8674  1.6223  -1.4141
H  -5.3337  -0.0190  -1.0498
H  -5.2472  0.3687  -3.5011
H  -4.2209  1.7800  -3.2623
H  -3.4838  -1.1110  -2.5744
H  -2.8202  -0.1592  -3.9043
H  -1.2515  -0.2093  -1.9514
H  -1.8062  1.4379  -2.2990
H  0.0782  2.7609  1.1936
H  -0.0014  5.2206  0.6970
H  -2.1000  3.8767  0.6175
H  -1.8085  3.5112  -1.0913
H  -1.0762  5.8276  -0.5631
H  1.2973  5.6668  -1.3729
H  0.2212  4.6235  -2.2973
H  2.2913  3.3856  -1.7281
H  2.0571  3.7356  -0.0150
H  1.2920  1.4262  -0.5121
H  0.2098  2.0354  -1.7738
H  -2.8897  2.2522  1.9911
H  -3.8126  -0.0786  1.9231
H  -2.4576  -0.6436  2.9037
H  -4.5959  1.3747  3.7748
H  -4.4792  -0.3021  4.3082
H  -2.3009  0.1642  5.3980
H  -3.5170  1.2848  6.0081
H  -1.3644  2.4606  5.4533
H  -2.7028  3.0521  4.4692
H  -0.6929  2.7073  3.0737
H  -0.5817  1.0199  3.5860
Ce  1.7146  -2.3652  0.5701
Cl  2.6487  -0.3623  1.7549
Cl  -0.2585  -3.4198  -0.5444
C  3.3867  -2.7677  -0.9008
H  4.1885  -3.4294  -0.5742
C  3.4277  -2.1053  -2.1149
C  4.7157  -2.1154  -2.6576
C  4.8694  -1.4506  -3.8344
C  3.7899  -0.7935  -4.4475
C  2.5179  -0.8132  -3.8607
C  2.2962  -1.4657  -2.6701
H  5.5011  -2.6376  -2.1341
H  5.8445  -1.4429  -4.2877
H  1.6805  -0.3218  -4.3362
H  1.3130  -1.5451  -2.1965
H  3.9419  -0.2733  -5.3874
C  6.1697  -5.9225  0.8935
N  4.7109  -6.0568  1.0692
C  4.1847  -7.3703  1.4448
C  3.8999  -5.0624  0.9299
N  3.0939  -4.2818  0.9777
H  6.6740  -6.8925  1.0874
H  6.5775  -5.1811  1.5980
H  6.4127  -5.6153  -0.1357
H  3.6576  -7.3115  2.4080
H  3.4930  -7.7450  0.6755
H  5.0093  -8.1048  1.5492

Atomic forces in eV per Å
P 0.0 0.3 -0.4
C 0.3 -0.2 0.6
C -0.1 0.0 -0.2
C 0.1 0.1 0.1
C 0.1 0.0 0.1
C 0.1 0.1 0.1
C -0.1 -0.1 -0.1
C -0.1 -0.6 0.3
C 0.1 0.2 -0.1
C -0.1 -0.1 0.0
C 0.0 -0.1 0.1
C -0.1 -0.2 0.0
C 0.1 0.1 0.1
C -0.1 0.3 -0.3
C 0.0 0.1 0.1
C 0.1 0.0 -0.1
C 0.0 0.0 -0.2
C 0.0 -0.1 -0.1
C -0.1 -0.1 0.1
H 0.1 0.2 -0.2
H -0.1 -0.2 0.1
H 0.1 0.0 -0.2
H 0.1 -0.1 0.0
H 0.0 0.1 0.0
H 0.0 0.0 0.0
H 0.0 0.0 0.0
H 0.1 0.1 0.0
H -0.1 0.0 0.1
H -0.2 0.1 0.0
H -0.1 -0.2 0.0
H 0.0 0.0 -0.3
H 0.0 0.0 -0.1
H 0.1 0.0 -0.1
H 0.1 0.0 0.2
H 0.1 -0.1 0.0
H -0.1 0.0 0.0
H 0.0 0.0 0.1
H -0.1 0.0 0.1
H 0.0 0.0 -0.1
H -0.1 0.2 -0.1
H 0.1 0.0 0.2
H 0.2 -0.3 0.2
H 0.2 0.0 0.2
H -0.1 0.1 0.0
H 0.0 -0.1 0.0
H 0.0 0.1 0.0
H 0.0 0.1 0.0
H 0.0 0.0 0.0
H -0.1 0.0 0.0
H 0.0 -0.1 0.0
H -0.1 -0.2 0.1
H 0.0 0.2 0.0
Ce 0.7 0.1 -0.6
Cl 0.7 2.1 1.4
Cl -2.2 -0.9 -1.0
C -1.5 -0.7 1.4
H 0.5 0.6 -0.9
C 0.1 -1.2 2.7
C -0.1 1.0 -2.0
C 0.3 0.0 -0.3
C -0.2 0.3 -0.5
C 0.0 0.2 -0.1
C 0.7 0.2 -0.7
H 0.1 0.1 -0.1
H 0.3 0.2 -0.4
H 0.0 0.2 -0.3
H 0.2 0.0 -0.3
H 0.0 0.0 0.0
C 0.2 0.2 -0.2
N 2.3 -2.2 -0.1
C -0.3 -0.3 0.1
C 1.6 -2.1 0.8
N -2.7 1.5 1.1
H -0.6 0.6 -0.1
H -0.1 -0.2 -0.3
H -0.1 0.0 0.4
H 0.1 0.0 -0.2
H 0.1 0.1 0.3
H -0.4 0.6 -0.1

***

# 2
DFT (wB97M-V/def2-TZVPD) results for a cluster of 2 separate species, C28H45Cl2IO7P3 in total in a non-equilibrium geometry.

Gap between HOMO and LUMO = 6.9 eV
Net charge = -1

Element x y z (Å)
C  4.7366  3.0870  0.8720
O  6.0640  2.9811  0.4136
C  6.5477  1.6403  0.5071
C  6.0719  0.8355  -0.6977
C  6.3280  -0.6730  -0.5459
C  5.7304  -1.3028  0.7309
C  4.2587  -0.8947  0.9744
C  3.4404  -2.0954  1.5179
C  2.4540  -1.7005  2.6273
C  1.1676  -1.0038  2.1692
C  0.3128  -1.6737  1.0780
C  0.8919  -1.1756  -0.3342
O  0.0351  -0.3189  -1.0725
C  0.3069  1.0095  -0.9333
C  0.8463  1.6907  -2.0232
C  1.1326  3.0462  -1.9238
C  0.8962  3.7569  -0.7542
C  0.3241  3.0954  0.3289
C  0.0398  1.7390  0.2187
O  -0.9603  -1.0690  1.1012
P  -2.3693  -2.0681  1.1431
I  -2.7839  -2.1316  -1.4710
C  -3.3404  -0.4465  1.2218
C  -4.8419  -0.6312  1.4557
C  -5.7686  -0.5226  0.2354
C  -5.7594  0.8111  -0.4782
C  -4.7311  1.2673  -1.3023
C  -4.7805  2.4849  -1.9661
C  -5.9046  3.2996  -1.8406
C  -6.9258  2.8674  -1.0089
C  -6.8694  1.6473  -0.3423
O  -1.3453  -3.4497  0.8118
C  0.0032  -3.1895  1.1726
P  0.0429  -3.9771  2.8801
O  -0.3352  -3.0470  3.9771
P  0.9805  -4.3633  0.0530
O  -0.0518  -4.7713  -1.1196
O  1.3046  -5.7408  0.9562
H  4.6130  2.7292  1.9019
H  4.4666  4.1419  0.8383
H  4.0163  2.5533  0.2409
H  7.6366  1.6690  0.5329
H  6.1648  1.2226  1.4443
H  6.6693  1.1676  -1.5505
H  5.0175  0.9832  -0.9227
H  7.4088  -0.8554  -0.4894
H  5.9850  -1.2192  -1.4270
H  5.7812  -2.3823  0.5852
H  6.3209  -1.0101  1.6014
H  3.8707  -0.5993  -0.0027
H  4.1750  -0.0294  1.6356
H  4.1478  -2.8123  1.9450
H  2.9753  -2.5688  0.6524
H  2.9854  -0.9728  3.2515
H  2.2780  -2.5522  3.2843
H  0.5114  -0.8801  3.0333
H  1.4519  0.0084  1.8771
H  1.8184  -0.6264  -0.1685
H  1.1138  -2.0165  -0.9956
H  1.0518  1.1991  -2.9656
H  1.5506  3.5930  -2.7613
H  1.1377  4.8071  -0.6468
H  0.1107  3.5872  1.2685
H  -0.4043  1.2269  1.0638
H  -2.3034  -2.2278  2.5614
H  -3.5059  -2.9369  1.2029
H  -2.9154  0.0779  2.0823
H  -3.0778  0.1176  0.3341
H  -5.1824  0.0784  2.2155
H  -4.9946  -1.6265  1.8940
H  -5.6290  -1.3356  -0.4776
H  -6.7903  -0.6536  0.6108
H  -3.8446  0.6637  -1.4528
H  -3.9351  2.7741  -2.5776
H  -5.9443  4.2348  -2.3706
H  -7.7973  3.5073  -0.9094
H  -7.7214  1.3640  0.2651
H  -0.8299  -5.0789  2.8329
H  1.3544  -4.4349  3.1743
H  0.3859  -5.3821  -1.7227
H  2.1012  -5.5273  1.4549
C  -5.7418  3.3583  -6.2375
Cl  -6.2277  3.4454  -4.5402
Cl  -7.0409  3.8550  -7.3427
H  -4.8936  4.0154  -6.3890
H  -5.4685  2.3349  -6.4668

Atomic forces in eV per Å
C -0.3 0.3 -0.1
O 0.4 -0.2 0.3
C -1.0 0.3 -0.3
C 0.8 -0.8 -0.1
C 0.4 0.0 0.7
C -0.4 0.6 -0.5
C 0.2 -0.9 -0.4
C 0.3 0.8 0.2
C 0.2 0.1 -0.3
C -0.1 -0.6 1.0
C -0.6 1.8 -1.5
C 0.2 -0.7 0.0
O 0.2 0.0 0.2
C 0.1 0.5 -0.4
C 0.1 0.3 -0.2
C 0.1 0.4 0.1
C -0.2 -0.1 0.5
C 0.3 -0.5 -0.5
C -0.3 -0.3 0.8
O 0.2 -0.6 0.3
P -0.9 0.3 1.9
I -0.1 -0.1 -1.3
C 0.1 -0.4 0.4
C 0.3 -0.2 -0.2
C -0.4 0.1 0.1
C -0.5 0.2 0.1
C 0.6 -0.1 -0.1
C -0.3 -0.1 0.4
C 0.6 -0.6 0.8
C -0.3 0.4 -0.2
C 0.2 0.3 -0.3
O 0.1 1.0 0.6
C -0.8 -2.8 -0.1
P 0.0 1.6 1.0
O 0.0 -0.1 0.2
P 2.8 1.4 -0.8
O -0.7 -0.6 1.0
O -1.3 0.0 0.0
H 0.2 0.0 0.0
H 0.0 0.0 0.0
H 0.1 -0.1 0.0
H 0.0 0.1 0.1
H 0.2 -0.1 0.0
H -0.3 0.2 -0.1
H 0.0 0.3 0.1
H 0.0 0.1 -0.2
H -0.2 0.1 0.0
H 0.1 -0.1 0.3
H 0.1 -0.3 0.0
H -0.3 0.1 0.1
H 0.1 0.0 0.0
H 0.0 -0.1 0.0
H -0.2 -0.3 0.2
H 0.0 -0.1 0.1
H -0.3 0.0 -0.1
H 0.1 -0.1 0.0
H -0.2 0.0 -0.4
H 0.1 -0.2 0.1
H -0.1 0.0 0.0
H -0.1 -0.3 0.1
H 0.0 -0.2 -0.1
H 0.0 0.0 -0.3
H 0.0 0.2 -0.1
H -0.1 -0.1 -0.1
H 0.3 0.2 -0.1
H 0.1 0.0 -0.6
H 0.1 0.0 -0.1
H -0.1 0.1 0.0
H 0.0 0.1 -0.1
H -0.1 0.0 0.0
H 0.4 0.0 0.0
H 0.0 0.0 0.0
H -0.1 -0.2 0.0
H -0.1 0.0 -0.1
H -0.1 0.3 0.3
H -0.1 -0.1 0.1
H 0.1 -0.2 0.1
H 0.4 -0.1 -0.5
H -0.1 -0.4 -0.4
H 0.0 0.1 -0.1
H 0.2 -0.1 -0.1
C -0.1 0.0 0.1
Cl 0.0 -0.1 -1.1
Cl 0.0 0.0 -0.1
H -0.1 0.1 0.0
H -0.1 0.0 0.0